Here is C4H6O2Pb as an isolated structure in a non-equilibrium geometry from the OMol25 dataset. Energies are from the ωB97M-V functional and the def2-TZVPD basis.

Summary:
**Electronic energy**: -13574.88968 eV
**Frontier orbital gap (spin up / spin down)**: 4.32 / 4.32 eV
**Energy above the lowest of the compared OMol25 structures with the same formula, charge and spin**: 780.55 kJ/mol
**Charge**: 0
**LUMO energy (spin up / spin down)**: -0.053 / -0.053 Eh
**Max |F|**: 5.0 eV Å⁻¹
**Multiplicity**: 1

Cartesian coordinates (Å):
C (-0.7724, -0.4739, 0.0704)
O (-2.1164, -0.7409, 0.3057)
H (-0.4456, -1.4431, 0.4789)
H (-2.3264, -0.5547, 1.2277)
C (1.2838, -0.1801, 1.2099)
C (1.5575, -0.0689, -0.1565)
H (0.7368, 0.5671, 1.7965)
H (1.8132, -0.9090, 1.8324)
H (2.3267, 0.6370, -0.4958)
C (0.2475, 0.0582, -0.8842)
O (-0.9399, 0.8456, -0.9472)
Pb (-1.9647, 2.0806, -2.5084)
H (0.5999, 0.1820, -1.9295)

Forces on atoms 1 to 6 (eV/Å):
C 0.3 -4.5 1.6
O -1.5 0.6 -1.5
H 1.7 0.3 1.1
H 0.3 -0.1 0.0
C 0.8 -0.1 1.0
C -2.7 2.1 1.1

Atom charges from the Löwdin analysis, given in e for atoms 1 to 4: C -0.246; O -0.009; H 0.132; H 0.109